Entry a
A cluster of 2 separate species, C4H12 in total, computed with ωB97M-V/def2-TZVPD.

Last column: natural (NBO) charge in e.
Atoms and positions in Å:
C1 1.881 -0.475 -1.037  -0.61
C2 -0.665 0.319 1.439  -0.61
C3 0.761 -0.886 -2.033  -0.61
C4 -1.992 1.044 1.627  -0.61
H1 0.208 0.972 1.491  0.20
H2 0.259 -1.819 -1.788  0.20
H3 2.457 -1.285 -0.600  0.21
H4 -2.342 1.433 0.670  0.21
H5 -0.411 -0.472 2.153  0.21
H6 2.527 0.199 -1.599  0.20
H7 -1.882 1.841 2.359  0.21
H8 1.250 -1.017 -2.997  0.20
H9 0.029 -0.088 -2.132  0.20
H10 1.410 0.064 -0.226  0.20
H11 -0.581 -0.204 0.485  0.20
H12 -2.762 0.362 1.965  0.21

As for the lowest unoccupied orbital energy: 0.0421 Eh. The frontier orbital gap is 12.7724 eV. The SMILES is CC.CC. As for the HOMO energy: -11.63 eV.

***

Entry b
A cluster of 2 separate species, C4H12 in total, computed with ωB97M-V/def2-TZVPD.

Last column: natural (NBO) charge in e.
Atoms and positions in Å:
C1 -1.672 -1.235 0.383  -0.61
C2 0.930 1.858 0.309  -0.61
C3 1.048 1.315 -1.116  -0.61
C4 -0.338 -1.960 0.450  -0.62
H1 1.999 1.694 -1.497  0.20
H2 1.147 0.234 -1.191  0.20
H3 0.425 -1.311 0.002  0.20
H4 -1.942 -0.718 -0.543  0.21
H5 -0.215 -2.871 -0.127  0.21
H6 -2.478 -1.980 0.403  0.20
H7 1.582 1.332 1.005  0.21
H8 -0.042 -2.029 1.495  0.21
H9 1.193 2.912 0.272  0.20
H10 -0.077 1.765 0.719  0.20
H11 -1.802 -0.576 1.234  0.21
H12 0.241 1.570 -1.796  0.21

As for the lowest unoccupied orbital energy: 0.0441 Eh. The frontier orbital gap is 12.5196 eV. The SMILES is CC.CC. As for the HOMO energy: -11.32 eV.

***

Entry c
A cluster of 2 separate species, C4H12 in total, computed with ωB97M-V/def2-TZVPD.

Last column: natural (NBO) charge in e.
Atoms and positions in Å:
C1 -0.994 1.158 1.312  -0.59
C2 1.339 -1.176 -1.882  -0.61
C3 -1.934 -0.003 1.711  -0.61
C4 1.592 0.014 -1.018  -0.61
H1 -1.384 1.502 0.288  0.19
H2 1.723 -0.158 0.023  0.20
H3 -2.934 0.232 2.040  0.21
H4 0.685 0.666 -1.101  0.20
H5 0.758 -1.917 -1.403  0.21
H6 -0.973 2.064 1.813  0.21
H7 2.433 0.649 -1.327  0.21
H8 -1.946 -0.775 0.965  0.20
H9 0.885 -0.915 -2.892  0.20
H10 -1.433 -0.476 2.529  0.20
H11 -0.068 0.783 1.131  0.20
H12 2.253 -1.647 -2.189  0.20

As for the lowest unoccupied orbital energy: 0.0416 Eh. The frontier orbital gap is 12.3723 eV. The SMILES is CC.CC. As for the HOMO energy: -11.24 eV.

***

Entry d
A cluster of 2 separate species, C4H12 in total, computed with ωB97M-V/def2-TZVPD.

Last column: natural (NBO) charge in e.
Atoms and positions in Å:
C1 -1.300 -1.549 0.633  -0.61
C2 0.297 2.105 -1.209  -0.61
C3 0.045 -2.274 0.433  -0.61
C4 0.928 1.704 0.177  -0.62
H1 -2.088 -2.125 0.193  0.20
H2 -1.457 -1.410 1.715  0.20
H3 0.154 -3.171 1.035  0.21
H4 2.009 1.753 0.005  0.20
H5 -0.060 1.236 -1.749  0.20
H6 0.650 0.798 0.693  0.21
H7 0.872 -1.583 0.653  0.20
H8 0.753 2.564 0.826  0.20
H9 -1.206 -0.562 0.177  0.20
H10 0.234 -2.433 -0.630  0.20
H11 -0.477 2.861 -1.175  0.21
H12 1.144 2.419 -1.835  0.20

As for the lowest unoccupied orbital energy: 0.0430 Eh. The frontier orbital gap is 12.9550 eV. The SMILES is CC.CC. As for the HOMO energy: -11.79 eV.

***

Most stable structure, least stable structure: entry a, entry c.

***

Entry a
An isolated molecule of C5H5FS2, computed with ωB97M-V/def2-TZVPD.

Last column: natural (NBO) charge in e.
Atoms and positions in Å:
S1 -2.662 -1.099 0.088  0.11
S2 2.743 -0.837 -0.092  0.12
F1 -0.505 1.605 -0.976  -0.36
C1 1.214 -0.445 -0.025  -0.06
C2 -1.185 -0.436 -0.125  -0.07
C3 -0.754 0.952 0.231  0.12
C4 0.023 -1.062 -0.742  -0.60
C5 0.633 0.667 0.841  -0.52
H1 0.029 -0.653 -1.774  0.29
H2 1.358 1.519 0.769  0.26
H3 -1.449 1.556 0.821  0.21
H4 0.572 0.363 1.898  0.25
H5 -0.017 -2.130 -0.915  0.27

As for the lowest unoccupied orbital energy: -0.0288 Eh. The frontier orbital gap is 8.1501 eV. The SMILES is F[C@@H]1CC(=S)CC1=S. As for the HOMO energy: -8.93 eV.

***

Entry b
A structure of composition C5H5FS2, computed with ωB97M-V/def2-TZVPD.

Last column: natural (NBO) charge in e.
Atoms and positions in Å:
S1 -1.157 2.035 -0.634  0.11
S2 1.297 0.768 0.656  0.25
F1 -0.967 -1.146 -1.464  -0.32
C1 0.151 -1.901 0.985  -0.21
C2 0.138 -0.458 -1.090  0.12
C3 -0.489 -1.807 2.168  -0.36
C4 -0.043 0.877 -0.598  -0.29
C5 1.108 -1.044 0.088  -0.34
H1 0.122 -2.777 0.426  0.19
H2 -0.475 -1.114 2.900  0.20
H3 1.960 -1.672 -0.358  0.25
H4 1.003 -0.356 -1.946  0.20
H5 -1.340 -2.623 2.498  0.21

As for the lowest unoccupied orbital energy: -0.0199 Eh. The frontier orbital gap is 8.4230 eV. As for the HOMO energy: -8.96 eV.

***

Most stable structure, least stable structure: entry a, entry b.